Here is a structure of composition C36H78Ca3N2O14P2 from OMol25. Energies are from wB97M-V/def2-TZVPD.

Each line ends with the Löwdin charge.
Atoms and positions in Å:
Ca  2.53  -1.81  1.52  1.3709
Ca  -0.85  -2.36  -1.37  1.4871
Ca  3.19  -0.45  -1.65  1.4359
P  4.98  -2.05  0.06  -0.0501
O  4.69  -2.16  1.59  -0.5233
O  5.01  -0.55  -0.43  -0.5447
O  3.50  -2.41  -0.46  -0.6504
O  5.85  -2.99  -0.68  -0.3631
P  0.76  -0.71  -0.39  -0.0959
O  0.59  -2.05  0.36  -0.5673
O  -0.68  -0.18  -0.49  -0.4089
O  1.11  -1.26  -1.83  -0.5799
O  1.97  -0.02  0.24  -0.4957
C  -0.42  3.85  0.61  -0.1573
C  -0.81  4.95  1.59  -0.1580
C  -0.22  4.44  2.89  -0.2228
O  -0.38  3.04  2.85  -0.1376
C  -0.48  2.60  1.49  -0.1763
H  0.60  4.00  0.24  0.0955
H  -1.02  3.78  -0.29  0.0880
H  -1.90  4.99  1.68  0.1134
H  -0.50  5.96  1.30  0.1130
H  -0.72  4.88  3.75  0.1188
H  0.84  4.71  2.99  0.1186
H  -1.44  2.09  1.35  0.1071
H  0.31  1.88  1.27  0.0810
C  -0.74  3.38  -3.47  -0.1564
C  0.45  2.72  -2.76  -0.1459
C  1.27  2.24  -3.94  -0.1972
O  1.08  3.16  -4.99  -0.1188
C  -0.10  3.92  -4.75  -0.1920
H  -1.24  4.16  -2.89  0.1047
H  -1.51  2.64  -3.71  0.0890
H  0.14  1.88  -2.13  0.0966
H  1.01  3.42  -2.14  0.0980
H  0.94  1.24  -4.29  0.1008
H  2.33  2.11  -3.74  0.1052
H  -0.77  3.87  -5.61  0.1145
H  0.15  4.98  -4.65  0.1175
C  2.91  1.82  4.50  -0.1510
C  4.39  1.57  4.21  -0.1467
C  4.37  0.22  3.48  -0.1615
O  2.99  0.00  3.10  -0.2619
C  2.24  1.20  3.30  -0.2106
H  2.66  2.86  4.73  0.1120
H  2.61  1.21  5.36  0.1181
H  4.94  1.59  5.15  0.1083
H  4.83  2.36  3.59  0.1088
H  4.70  -0.58  4.15  0.1194
H  4.97  0.17  2.58  0.1104
H  1.19  0.96  3.46  0.1105
H  2.31  1.83  2.41  0.1112
C  3.82  4.03  -0.93  -0.1415
C  4.88  3.75  -2.02  -0.1250
C  4.85  2.23  -2.19  -0.1811
O  3.63  1.79  -1.58  -0.3212
C  3.44  2.63  -0.45  -0.1980
H  2.96  4.57  -1.34  0.0961
H  4.17  4.62  -0.09  0.1115
H  5.86  4.10  -1.69  0.1109
H  4.61  4.25  -2.95  0.1070
H  5.67  1.71  -1.70  0.1228
H  4.83  1.90  -3.23  0.1228
H  4.09  2.30  0.37  0.1345
H  2.41  2.54  -0.09  0.0941
C  -3.91  2.84  -1.56  -0.1618
C  -5.37  3.22  -1.31  -0.1507
C  -6.07  1.86  -1.17  -0.1895
O  -5.06  0.87  -1.01  -0.1542
C  -3.79  1.52  -0.83  -0.2056
H  -3.21  3.58  -1.17  0.0981
H  -3.65  2.77  -2.62  0.1023
H  -5.80  3.87  -2.06  0.1100
H  -5.44  3.77  -0.36  0.1102
H  -6.66  1.60  -2.05  0.1163
H  -6.72  1.86  -0.28  0.1155
H  -3.02  0.85  -1.21  0.0828
H  -3.60  1.67  0.24  0.1225
C  -0.45  -1.14  -5.63  -0.1331
C  -1.64  -0.24  -5.33  -0.1384
C  -1.72  -0.31  -3.81  -0.1814
O  -1.39  -1.67  -3.50  -0.3119
C  -0.50  -2.19  -4.51  -0.1669
H  0.49  -0.59  -5.56  0.1061
H  -0.54  -1.57  -6.63  0.1179
H  -2.56  -0.61  -5.77  0.1195
H  -1.49  0.78  -5.69  0.1154
H  -2.68  -0.03  -3.39  0.1170
H  -0.96  0.34  -3.35  0.0992
H  -1.00  -3.09  -4.89  0.1233
H  0.49  -2.48  -4.15  0.1196
C  -4.19  -3.22  -2.76  -0.0751
C  -4.09  -2.30  -1.56  -0.2573
N  -3.15  -2.76  -0.53  -0.2735
C  -3.14  -1.77  0.59  -0.2491
C  -4.34  -1.79  1.49  -0.0572
C  -3.43  -4.14  -0.13  -0.2443
C  -2.50  -4.64  0.98  -0.0697
H  -4.78  -4.11  -2.52  0.0753
H  -3.20  -3.59  -3.04  0.0638
H  -4.62  -2.73  -3.63  0.0838
H  -3.75  -1.32  -1.92  0.0906
H  -5.09  -2.09  -1.16  0.1197
H  -2.96  -0.79  0.16  0.0791
H  -2.21  -1.96  1.15  0.0935
H  -4.31  -0.96  2.19  0.0870
H  -4.39  -2.72  2.07  0.0698
H  -5.27  -1.71  0.93  0.0727
H  -4.48  -4.28  0.17  0.1290
H  -3.25  -4.79  -0.99  0.1074
H  -2.61  -4.09  1.92  0.0645
H  -2.69  -5.70  1.13  0.0861
H  -1.45  -4.55  0.68  0.0694
C  -0.47  -1.57  3.56  -0.0686
C  0.74  -2.18  4.23  -0.2459
N  1.53  -3.11  3.39  -0.2658
C  2.66  -3.59  4.18  -0.2518
C  3.53  -4.64  3.50  -0.0622
C  0.72  -4.16  2.79  -0.2660
C  0.12  -5.19  3.75  -0.0633
H  -1.23  -2.33  3.37  0.0611
H  -0.22  -1.09  2.62  0.0620
H  -0.93  -0.83  4.23  0.0861
H  1.45  -1.40  4.52  0.1047
H  0.44  -2.69  5.16  0.1149
H  3.29  -2.73  4.45  0.1134
H  2.30  -3.97  5.16  0.1177
H  2.93  -5.50  3.18  0.0612
H  4.06  -4.21  2.65  0.0663
H  4.28  -4.98  4.21  0.0838
H  1.30  -4.68  2.02  0.1228
H  -0.11  -3.70  2.26  0.0593
H  -0.36  -4.72  4.61  0.0726
H  0.85  -5.91  4.11  0.0701
H  -0.64  -5.77  3.21  0.0657

Output
**Energy above the lowest of the compared OMol25 structures with the same formula, charge and spin**: 0.00 kJ/mol
**Total charge**: 0
**HOMO-LUMO gap**: 5.84 eV
**Maximum force**: 2.77 eV/A
**Energy**: -5297.46919 Eh


Here is a cluster of 2 separate species, C2H10OSi2 in total from OMol25. Energies are from wB97M-V/def2-TZVPD.

Each line ends with the Löwdin charge.
Atoms and positions in Å:
C  1.34  -1.11  -0.91  -0.3127
C  1.69  1.70  0.65  -0.3087
O  -3.29  -1.31  -0.69  -0.3563
Si  -2.78  0.03  0.13  0.5452
Si  0.79  0.06  0.58  0.6459
H  2.18  -0.74  -1.63  0.0431
H  1.84  -2.04  -0.45  0.0271
H  0.54  -1.33  -1.60  -0.0315
H  1.95  1.81  1.69  0.0014
H  2.54  1.91  0.08  -0.0068
H  1.03  2.60  0.50  0.0347
H  -2.58  -1.58  -1.29  0.0215
H  -2.75  -0.65  1.44  -0.0955
H  -3.43  1.21  -0.38  -0.1157
H  0.93  -0.55  1.88  -0.0917

Output
**Energy above the lowest of the compared OMol25 structures with the same formula, charge and spin**: 248.99 kJ/mol
**Total charge**: 0
**HOMO-LUMO gap (spin up / spin down)**: 6.88 / 6.86 eV
**Maximum force**: 3.37 eV/A
**Energy**: -736.31602 Eh


Here is a structure of composition C30H42N5NaO4PS from OMol25. Energies are from wB97M-V/def2-TZVPD.

Each line ends with the Löwdin charge.
Atoms and positions in Å:
Na  -0.05  1.28  -0.82  0.1157
C  -3.91  -2.18  0.50  -0.0547
C  -3.73  -2.24  2.02  -0.5505
C  -3.35  -3.67  2.41  -0.0367
C  -5.07  -1.85  2.67  -0.0507
C  -2.63  -1.30  2.50  -0.1714
C  -2.43  -1.12  3.88  -0.0399
C  -1.44  -0.28  4.37  -0.0803
C  -0.62  0.38  3.46  -0.4711
S  0.68  1.50  3.74  1.0900
C  0.94  1.61  1.97  -0.4544
N  0.12  0.85  1.29  0.0750
C  -0.77  0.19  2.08  -0.3026
C  -1.80  -0.64  1.61  0.0257
C  1.82  2.61  1.43  -0.1750
C  2.03  3.79  2.17  -0.0782
C  2.66  4.89  1.64  -0.1031
C  3.13  4.85  0.32  -0.0712
C  2.96  3.70  -0.43  -0.0001
C  2.36  2.56  0.11  -0.1755
H  -4.76  -2.81  0.21  0.0869
H  -3.03  -2.55  -0.02  0.0640
H  -4.11  -1.16  0.17  0.0820
H  -4.13  -4.38  2.11  0.0852
H  -3.20  -3.77  3.49  0.0799
H  -2.42  -3.96  1.91  0.0776
H  -5.88  -2.46  2.26  0.0807
H  -5.29  -0.80  2.48  0.0906
H  -5.06  -2.00  3.75  0.0726
H  -3.04  -1.65  4.59  0.1046
H  -1.30  -0.15  5.43  0.1052
H  -1.90  -0.73  0.54  0.0878
H  1.64  3.85  3.18  0.0740
H  2.79  5.79  2.23  0.0947
H  3.66  5.69  -0.10  0.1014
H  3.35  3.64  -1.44  0.1280
N  -2.55  1.75  -0.99  0.0169
C  -2.78  3.19  -0.86  -0.2655
C  -1.55  3.94  -1.36  -0.2592
N  -0.40  3.69  -0.49  0.0363
H  -2.29  1.54  -1.95  0.0790
H  -3.40  1.24  -0.78  0.0647
H  -2.95  3.42  0.19  0.1089
H  -3.65  3.54  -1.43  0.1023
H  -1.79  5.01  -1.46  0.1072
H  -1.29  3.55  -2.35  0.1060
H  -0.28  4.43  0.19  0.0862
H  0.45  3.65  -1.05  0.0591
O  4.32  1.19  -4.50  -0.0190
C  4.87  0.87  -3.39  -0.6106
O  6.04  0.50  -3.24  -0.0182
C  3.97  0.84  -2.18  -0.0972
C  4.30  0.28  -1.00  -0.0683
N  3.20  0.34  -0.09  0.0261
N  2.34  1.36  -0.62  -0.0708
C  2.65  1.43  -2.02  -0.1700
C  1.64  1.68  -2.97  -0.5299
O  1.95  1.70  -4.25  0.0493
O  0.43  1.86  -2.62  -0.1241
H  3.01  1.54  -4.37  0.0248
H  5.18  -0.29  -0.75  0.1118
H  3.41  0.52  0.89  0.1154
C  -1.02  -2.90  -2.94  -0.1533
C  -0.56  -1.59  -2.31  -0.4052
P  0.75  -1.62  -0.98  1.0200
C  2.11  -2.48  -1.91  -0.3879
C  3.18  -3.07  -1.00  -0.1642
C  0.12  -3.05  0.05  -0.4116
C  0.74  -3.07  1.45  -0.1503
H  -1.82  -2.72  -3.66  0.0654
H  -1.39  -3.60  -2.19  0.0538
H  -0.21  -3.39  -3.49  0.0574
H  -1.42  -1.09  -1.86  0.0493
H  -0.18  -0.91  -3.08  0.0777
H  2.55  -1.72  -2.56  0.0771
H  1.69  -3.27  -2.54  0.0620
H  3.46  -2.36  -0.22  0.0441
H  4.08  -3.30  -1.58  0.0717
H  2.84  -3.99  -0.52  0.0553
H  0.30  -4.00  -0.46  0.0754
H  -0.97  -2.92  0.14  0.0314
H  1.81  -3.26  1.40  0.0516
H  0.28  -3.84  2.07  0.0628
H  0.59  -2.11  1.94  0.0502

Output
**Energy above the lowest of the compared OMol25 structures with the same formula, charge and spin**: 175.40 kJ/mol
**Total charge**: -1
**HOMO-LUMO gap (spin up / spin down)**: 4.12 / 4.12 eV
**Maximum force**: 1.88 eV/A
**Energy**: -2645.06080 Eh


Here is a cluster of 2 separate species, C2H7IN in total from OMol25. Energies are from wB97M-V/def2-TZVPD.

Each line ends with the Löwdin charge.
Atoms and positions in Å:
C  -0.60  -1.04  0.77  -0.0312
C  -0.61  -0.26  -0.41  -0.1651
N  -0.06  -0.53  -1.51  0.2218
I  1.54  2.52  1.08  0.4501
H  -1.29  -1.82  0.88  0.1000
H  0.28  -1.59  0.95  0.0935
H  -0.79  -0.45  1.75  0.1516
H  -1.23  0.65  -0.41  0.1597
H  -0.30  0.11  -2.30  0.1772
H  0.61  -1.34  -1.80  0.2226
H  2.46  3.75  1.02  -0.3801

Output
**Energy above the lowest of the compared OMol25 structures with the same formula, charge and spin**: 44.82 kJ/mol
**Total charge**: +1
**HOMO-LUMO gap**: 8.23 eV
**Maximum force**: 4.25 eV/A
**Energy**: -432.55466 Eh


Which of these has the highest maximum force?
C2H7IN